Density functional theory data (ωB97M-V/def2-TZVPD) for a structure of composition C12H30BCoF4N2O4.

Calculated values
Expectation value of S²: 3.7553
LUMO energy (alpha / beta): -2.194 / -2.256 eV
2S+1: 4
Charge: +1
Maximum force: 0.03941 Eh/bohr

CARTESIAN COORDINATES (ANGSTROEM)
Co (0.21, -0.13, 0.16)
B (1.30, -2.77, 1.86)
F (0.34, -2.80, 2.87)
F (0.90, -3.55, 0.76)
F (1.33, -1.40, 1.35)
F (2.56, -3.08, 2.29)
C (-2.82, 0.42, -1.15)
O (-1.50, -0.08, -1.28)
C (-1.22, -0.62, -2.56)
C (-0.28, -1.78, -2.38)
N (0.78, -1.47, -1.40)
C (1.91, -0.77, -2.11)
C (2.93, -0.33, -1.08)
O (2.31, 0.57, -0.17)
C (3.23, 1.27, 0.67)
H (-2.96, 1.30, -1.79)
H (-2.95, 0.75, -0.12)
H (-3.55, -0.36, -1.38)
H (-0.81, 0.15, -3.23)
H (-2.14, -0.97, -3.04)
H (0.13, -2.13, -3.34)
H (-0.84, -2.63, -2.00)
H (1.22, -2.37, -1.20)
H (1.55, 0.07, -2.70)
H (2.45, -1.45, -2.78)
H (3.80, 0.14, -1.55)
H (3.29, -1.22, -0.53)
H (4.22, 0.83, 0.61)
H (2.88, 1.20, 1.70)
H (3.30, 2.31, 0.34)
C (-2.12, -2.36, 0.81)
O (-1.42, -1.17, 1.15)
C (-1.87, -0.61, 2.36)
C (-0.75, 0.22, 2.93)
N (-0.05, 1.05, 1.92)
C (-0.76, 2.33, 1.59)
C (-0.16, 2.99, 0.37)
O (-0.03, 2.08, -0.72)
C (0.01, 2.76, -1.96)
H (-1.69, -2.79, -0.09)
H (-3.18, -2.15, 0.60)
H (-2.06, -3.08, 1.62)
H (-2.14, -1.38, 3.08)
H (-2.77, -0.01, 2.18)
H (0.00, -0.47, 3.32)
H (-1.05, 0.82, 3.79)
H (0.80, 1.34, 2.38)
H (-0.58, 3.04, 2.41)
H (-1.84, 2.19, 1.58)
H (0.84, 3.35, 0.65)
H (-0.77, 3.85, 0.09)
H (-0.96, 3.23, -2.17)
H (0.26, 2.07, -2.76)
H (0.74, 3.57, -1.93)

Per-atom Löwdin charges, elementary charge units: number 1, Co, carries 0.8576; number 2, B, carries -1.2053; number 3, F, carries 0.1427; number 4, F, carries 0.1127; number 5, F, carries 0.0284; number 6, F, carries 0.1734; number 7, C, carries -0.0446; number 8, O, carries -0.2772; number 9, C, carries -0.1728; number 10, C, carries -0.1504; number 11, N, carries -0.0568; number 12, C, carries -0.1394; number 13, C, carries -0.1816; number 14, O, carries -0.2645; number 15, C, carries -0.0352; number 16, H, carries 0.1053; number 17, H, carries 0.0843; number 18, H, carries 0.1057; number 19, H, carries 0.1209; number 20, H, carries 0.1379; number 21, H, carries 0.1380; number 22, H, carries 0.1217; number 23, H, carries 0.1300; number 24, H, carries 0.1186; number 25, H, carries 0.1399; number 26, H, carries 0.1401; number 27, H, carries 0.1459; number 28, H, carries 0.1037; number 29, H, carries 0.0878; number 30, H, carries 0.0992; number 31, C, carries -0.0381; number 32, O, carries -0.2688; number 33, C, carries -0.1851; number 34, C, carries -0.1429; number 35, N, carries -0.0686; number 36, C, carries -0.1373; number 37, C, carries -0.1857; number 38, O, carries -0.2526; number 39, C, carries -0.0583; number 40, H, carries 0.0814; number 41, H, carries 0.1057; number 42, H, carries 0.1110; number 43, H, carries 0.1436; number 44, H, carries 0.1288; number 45, H, carries 0.1241; number 46, H, carries 0.1395; number 47, H, carries 0.1213; number 48, H, carries 0.1360; number 49, H, carries 0.1230; number 50, H, carries 0.1322; number 51, H, carries 0.1378; number 52, H, carries 0.1041; number 53, H, carries 0.0776; number 54, H, carries 0.1054